(1)
94
Properties=species:S:1:pos:R:3:forces:R:3 method="wB97M-V/def2-TZVPD" orbital_gap_ev=10.2 charge=-1 homo_ev=-8.062
O 0.9966 -4.6152 -3.0891 -0.113 0.084 -0.307
O 3.9047 -0.6612 -1.9861 0.255 0.223 -0.115
H 4.7780 0.6466 -0.6451 0.260 0.050 -0.063
O -1.5815 2.1880 -2.3672 -0.314 -0.130 0.011
H 4.3798 4.9827 0.1783 -0.079 0.001 0.038
H 2.4957 -3.2082 -2.5828 -0.089 -0.081 -0.362
H 1.3120 3.4735 -3.6174 0.114 0.038 -0.318
C -4.9318 -0.3359 -1.4916 0.508 -0.586 0.751
H -0.0532 3.5632 1.0808 0.081 0.170 0.138
C 1.4615 -3.4938 -2.3613 0.499 0.128 0.921
H -2.0010 4.4965 -0.7182 -0.043 0.136 0.141
F -1.3764 0.5734 0.3539 0.296 -0.103 0.188
O -0.4270 -1.3587 5.8539 -0.506 -0.074 -0.096
H -4.2908 -1.0942 -1.0302 0.069 0.134 0.081
O -0.1646 -3.5080 5.3773 -0.046 -0.116 0.057
F -0.2365 -0.3674 -1.5866 0.141 0.027 -0.057
C -0.6550 -1.2556 -4.6472 -0.661 -0.601 0.886
H -3.0648 -3.3830 -3.3654 -0.010 0.108 -0.047
H 2.0348 1.1630 2.9101 -0.180 0.084 -0.090
C 3.1620 3.4861 0.5629 0.332 0.046 -0.296
H -1.5062 -3.4671 -2.6204 0.440 -0.015 -0.261
O 2.2595 1.7832 3.6111 0.281 -0.068 0.213
O -6.5245 2.2780 0.2521 -0.174 -0.224 -0.132
H -0.0819 -0.4856 -4.1343 0.012 0.326 -0.470
O -1.2276 -4.3907 0.4207 0.119 -0.244 0.023
C 0.7980 -1.3956 5.1346 0.922 -0.447 -0.235
H 5.6311 0.4784 -2.1988 -0.011 -0.182 -0.106
H -1.4429 2.5652 -1.4892 0.314 0.176 -0.070
O -3.0006 -1.2310 -4.5480 0.121 0.481 -0.295
H 0.8243 -2.6270 -2.5278 -0.098 -0.110 -0.174
H -4.5564 -0.2418 -2.5096 -0.326 0.342 -0.093
H -3.9218 1.4488 -0.8447 0.177 -0.138 0.559
C 1.0804 -2.9006 5.0066 -0.434 -0.359 -0.446
H 0.8707 1.7878 -3.9048 -0.029 -0.015 0.080
As 0.2095 -0.0754 0.0794 -0.163 -0.270 -0.199
H 0.6720 3.0802 3.3135 0.010 0.197 0.164
H -5.9398 -0.7497 -1.4416 -0.060 0.084 -0.319
H -1.5280 -4.0389 -0.4212 -0.021 0.067 0.001
H 3.2959 3.4852 1.6471 -0.147 0.064 0.004
H -1.2894 1.2759 -2.2590 0.054 -0.021 -0.013
H 1.5465 0.3916 6.0202 0.094 0.024 -0.009
C -1.8756 -1.6553 -3.7888 0.582 -1.005 0.637
F 0.7135 0.1814 1.7226 -0.242 0.052 0.157
H 2.2386 3.9842 0.2596 -0.108 -0.079 0.178
H 0.6518 -1.0101 4.1211 -0.228 0.288 0.163
F 1.7797 -0.7851 -0.2349 -0.038 0.174 0.008
H 2.7765 -0.6038 5.2308 0.000 -0.018 0.097
H 1.2711 -5.4125 -2.6321 0.029 0.011 0.015
H 3.1458 -0.6233 -1.3872 0.037 -0.160 -0.221
H 2.6839 -1.0171 2.5236 0.079 0.166 0.183
C -1.0217 4.0313 0.9325 -0.656 -0.324 -0.029
H -6.7590 1.4735 -1.7077 -0.297 -0.190 0.430
O -1.2520 -0.8314 -5.8667 0.350 0.160 -0.186
C 1.6879 2.4528 -3.6214 0.331 -0.162 0.484
H -0.6188 -3.7189 0.7467 -0.124 0.110 -0.037
H -1.1993 4.8722 1.6078 0.325 0.111 -0.042
H 1.2560 -3.2149 3.9756 0.103 0.210 -0.030
H 4.4253 -0.7103 2.2134 0.034 0.158 0.582
O 2.8010 2.3402 -4.4978 -0.028 0.319 -0.376
H -1.8173 -1.1630 -2.8223 -0.477 0.338 -0.143
H 2.1109 -1.0823 6.8190 -0.016 -0.087 -0.028
H 4.1196 1.4137 -2.0777 0.150 0.023 -0.146
C -5.9426 1.5317 1.2279 -0.269 0.020 0.039
C -6.0153 1.8907 -1.0308 0.803 0.836 0.332
H 0.2901 1.6989 4.3392 0.089 -0.095 -0.119
O 4.2782 4.0725 -0.1089 0.140 -0.047 0.024
O -5.0946 0.6223 0.7030 0.032 0.598 0.126
H 3.1278 2.4539 0.2224 -0.136 -0.015 0.034
H 3.4917 -2.9526 3.7081 0.032 -0.019 -0.076
O -2.1746 -2.7690 6.0848 -0.045 -0.105 0.095
H 1.3199 2.9452 4.9926 0.132 0.215 -0.149
H -1.7867 3.2836 1.1722 0.122 -0.078 -0.054
O 4.0350 -2.1630 3.6565 0.233 0.221 0.252
C 3.6818 -1.4586 2.4800 -0.249 -0.534 -1.108
F 0.7873 1.4963 -0.3508 0.053 -0.154 0.058
O -6.1809 1.6680 2.3842 0.033 -0.089 -0.025
O -1.0858 4.4148 -0.4369 0.082 -0.055 -0.094
O -3.3351 -0.4486 -6.6275 0.151 -0.033 0.018
C 1.0824 2.4105 4.0744 -0.368 -0.291 -0.082
C -1.0450 -2.5677 5.7885 0.488 0.312 0.141
F -0.3431 -1.6802 0.4759 -0.044 0.294 0.116
H -0.0266 -2.1342 -4.7861 0.107 0.124 -0.400
C -2.0084 -3.1551 -3.5342 -0.652 0.125 -0.010
H -5.6127 2.7932 -1.4936 -0.126 -0.034 -0.101
H 3.1023 1.4283 -4.5086 -0.071 -0.050 0.134
H 3.6761 -2.1272 1.6085 -0.087 -0.054 0.105
H 1.4531 -3.6928 -1.2833 -0.212 0.057 -0.031
H 2.0212 2.2528 -2.5979 -0.329 -0.172 0.045
C -2.5939 -0.8005 -5.7642 -0.312 0.064 0.079
C -4.8715 0.9420 -0.6659 -0.236 -0.758 -1.696
H 1.8975 -3.2940 5.6128 -0.158 0.178 0.340
H -1.6921 -3.7384 -4.3987 0.206 -0.092 0.142
C 1.8814 -0.6314 5.8525 -0.202 0.243 -0.017
C 4.6540 0.5246 -1.7276 -0.609 0.085 0.502

(2)
29
Properties=species:S:1:pos:R:3:forces:R:3 method="wB97M-V/def2-TZVPD" e_above_lowest_kcal_mol=0.00 orbital_gap_ev=6.2 charge=-1 homo_ev=-4.076
La -0.3330 0.5394 0.9946 0.843 -1.462 -3.894
H 2.9829 1.2272 0.2445 -0.306 -0.521 0.177
H 0.6096 0.9537 -2.9715 -0.370 -0.121 0.319
C -1.3215 1.3505 -1.8905 -0.066 -0.188 0.308
C -0.2852 0.5682 -2.4712 -0.177 -0.128 0.259
C 1.5781 -1.5881 1.4819 0.547 0.301 -0.416
Br 0.3089 3.2349 1.0343 0.115 1.105 0.341
Cl -3.0530 1.2933 2.2164 0.240 -0.237 0.666
C 1.6559 -1.8611 0.0796 0.134 0.690 0.486
C 2.1585 -0.2914 1.7107 -0.141 -0.316 -0.409
Cl -0.7434 0.4091 3.9215 -0.957 -0.024 0.039
C -2.4708 -1.3551 2.6335 1.121 -0.946 -1.838
C -1.8840 -0.8820 -1.6554 0.596 0.537 -0.272
H 1.3884 -2.7989 -0.4122 -0.133 0.448 0.236
H 2.3299 0.1791 2.6839 -0.060 -0.143 -0.366
H 2.4834 -0.6598 -1.6197 -0.300 0.121 0.230
C 2.2304 -0.7283 -0.5657 -0.172 -0.056 1.189
H -3.2916 0.7370 -0.9684 0.292 -0.078 -0.122
C -2.4968 0.0403 3.4108 0.317 -0.161 -0.364
H -2.4111 -1.8024 -1.4065 0.127 0.314 -0.026
H 1.2096 -2.2760 2.2449 0.122 0.257 -0.255
H -1.3471 2.4449 -1.8372 -0.044 -0.512 -0.108
Cl -3.4970 0.0564 4.8102 -0.193 0.034 0.267
C 2.5080 0.2548 0.4299 0.231 -0.339 0.035
H -0.0533 -1.6462 -2.7088 -0.082 0.197 0.216
C -2.3311 0.4537 -1.4032 0.683 -0.121 0.215
O -1.6753 -1.3054 1.5888 -1.921 -0.125 2.654
O -3.1393 -2.2857 3.0368 0.341 1.027 0.064
C -0.6277 -0.8017 -2.3335 -0.786 0.446 0.369

(3)
56
Properties=species:S:1:pos:R:3:forces:R:3 method="wB97M-V/def2-TZVPD" orbital_gap_ev=7.1 charge=+1 homo_ev=-11.542 smiles="C[C@@H](Cl)[C@@H](Cl)c1c(CCc2ccccc2)[nH+]c(CCCCO)c(P(O)Cl)c1C(=O)OBr"
C 1.5597 -0.4766 0.7744 -1.378 2.240 -0.656
H -1.5330 -0.0326 -6.9681 0.359 -0.509 0.960
Br 3.8779 1.0823 4.8936 -0.511 0.147 0.192
H 2.0327 -1.4012 4.2386 0.569 -0.805 -0.654
C 0.5743 1.9025 1.1333 -1.058 -2.864 -1.286
H 0.6981 1.0232 -6.0225 -0.747 -0.854 0.293
C 2.6037 -1.5547 1.1868 -0.560 0.527 1.016
H 1.7672 0.0588 -3.9683 -0.808 -0.309 -0.441
C -1.0556 -0.4397 -6.0478 1.470 -0.877 2.257
H -1.1342 0.1548 -1.2075 0.412 0.021 0.333
H 2.3443 -3.6229 2.1084 -0.777 0.941 -0.342
C -3.5389 1.4135 1.0302 -0.417 0.082 0.282
H -1.1738 3.5634 -0.5866 -0.094 -0.945 0.430
H -3.5952 0.8353 0.0621 0.134 0.678 0.883
Cl 0.2132 -2.4105 2.5076 0.785 -0.569 -0.372
C -0.4210 1.5656 0.1193 0.575 1.147 0.408
H -0.7829 -2.0639 -1.2507 1.064 -0.135 0.431
O -3.3470 -0.9830 1.6594 0.605 0.524 0.018
P 0.7063 3.5289 2.0625 1.140 1.163 0.540
H -3.0410 3.6406 1.0720 0.323 -1.002 -0.434
C 1.5671 0.8419 1.4460 -1.952 0.038 -0.065
H 2.0529 -1.4708 -2.3174 -1.001 -0.494 -0.109
C 0.1825 0.1603 -5.5383 -0.615 -1.644 1.150
Cl 3.3936 -2.4164 -0.1931 -0.364 0.389 0.761
C 2.5980 1.2043 2.5623 1.262 0.393 0.172
C -1.6042 -1.5940 -5.3150 1.595 1.307 0.062
C 0.5039 -0.6656 -0.2313 1.193 -0.392 0.928
C -2.5490 2.6388 0.9774 0.982 -0.414 0.303
H -2.2273 0.4853 2.6539 -0.737 0.265 -0.523
O 3.6735 1.6236 2.2277 -0.739 -0.489 -0.620
C 1.0978 -2.0581 -2.3830 0.114 -0.025 -0.678
H 2.6906 -3.0865 4.3942 -0.227 0.844 -0.793
C 0.8213 -0.3897 -4.3467 -1.581 -0.997 -0.335
O 2.3053 1.0661 3.9151 -0.160 -0.511 -1.729
H -2.1464 2.1267 -1.1350 0.695 0.429 0.614
H -1.3949 -3.0341 -3.6357 0.405 0.771 -0.387
H 3.6922 -1.7983 3.6408 -0.808 -0.426 -0.166
H -4.5648 1.8310 1.2237 0.914 -0.539 -0.353
C 0.3181 -1.9905 -1.0068 -0.533 0.214 -0.364
N -0.4087 0.3403 -0.5029 1.504 0.137 1.219
C -3.2344 0.3740 2.1704 -0.594 -0.436 0.518
Cl -0.2699 3.2711 3.9278 -0.017 -0.198 -1.297
C 2.0257 -2.5677 2.2965 1.145 0.663 1.272
H -1.8818 2.5498 1.8840 -0.859 0.311 -0.776
O -0.1805 4.6968 1.2637 0.298 -1.202 0.344
H 0.6140 -2.8773 -0.3962 -0.342 1.008 -0.233
C -0.9438 -2.1402 -4.1213 0.415 1.311 -1.016
C -1.5593 2.5621 -0.2805 -0.500 -0.959 0.487
H -2.8626 -1.5705 2.2643 -0.388 0.315 -0.273
H -2.5403 -2.0311 -5.7356 0.944 0.177 0.692
H 3.4269 -0.9992 1.7177 -0.733 -0.606 -0.842
C 0.2858 -1.5529 -3.6070 -0.518 1.610 -1.962
H 0.3215 5.5372 1.2685 -0.198 -0.604 0.111
H -4.0266 0.4601 2.9689 0.944 0.212 -0.599
C 2.6449 -2.1882 3.7167 -0.138 -0.072 0.290
H 1.4246 -3.1220 -2.5705 -0.491 1.013 0.337

(4)
21
Properties=species:S:1:pos:R:3:forces:R:3 method="wB97M-V/def2-TZVPD" e_above_lowest_kcal_mol=37.07 orbital_gap_ev=11.5 charge=+2 homo_ev=-19.015 smiles="C=C([NH3+])C[C@H](C)[NH3+]"
C 1.1492 -0.7413 -0.1389 0.339 0.293 -1.079
H 2.6216 -0.7433 1.3062 -0.080 -0.081 0.139
H -0.4542 -0.5585 -1.5358 0.043 0.407 -0.068
C 2.1080 -0.8303 -1.0448 0.260 -0.046 0.043
H -0.7742 -1.6768 -0.3282 0.092 -0.030 0.346
H 1.9248 -0.8364 -2.1103 -0.268 -0.105 0.018
H 3.1561 -0.9158 -0.7805 0.026 0.052 0.079
H -3.2481 0.3483 0.9595 0.257 0.630 0.256
H 0.2485 2.5213 0.0185 0.460 -0.879 0.621
C -0.3227 -0.6854 -0.4637 0.150 -0.900 1.282
C -2.6195 0.1916 0.0885 -1.261 -0.543 -0.181
C -1.1597 0.2855 0.3359 1.383 1.905 -1.045
H 1.1583 -1.2782 1.9092 0.069 -0.130 0.090
H 1.4029 0.3307 1.6049 0.130 -0.054 0.293
H -0.4871 1.9319 -1.2894 0.458 -0.756 -0.047
H -0.9544 0.5865 1.3573 0.328 -0.997 0.316
H -1.3173 2.4524 -0.1270 0.095 -0.115 0.457
N -0.4824 1.8574 -0.2638 -2.794 1.148 -1.067
N 1.6043 -0.6139 1.2706 -0.363 0.004 -0.133
H -2.8714 -0.8491 -0.1491 0.346 0.018 -0.250
H -3.0484 0.7552 -0.7419 0.330 0.179 -0.071